Record 1
# C12H25CeClNO2P2

A structure of composition C12H25CeClNO2P2 at a distorted geometry (ωB97M-V/def2-TZVPD, the Open Molecules 2025 dataset).

Structure (XYZ):
```
44
Properties=species:S:1:pos:R:3:mulliken_spin:R:1
C -1.15706 2.86519 0.21469 -0.002
H -3.76673 3.01659 0.14188 0.003
C -0.35643 -3.88530 -0.69408 0.016
C -2.51264 -0.46330 -0.84904 -0.068
H 3.08438 1.81120 -5.11019 0.000
H -0.27322 -1.80551 -5.45162 0.000
P 0.60812 2.64692 -0.28094 -0.004
C -1.44828 -2.73420 1.74368 0.046
H 0.46749 -4.40994 -0.19245 0.003
H -4.51072 -0.92235 -1.51051 0.002
H -0.08875 -3.69914 -1.74677 -0.006
N -1.60639 0.56400 -0.60739 0.096
Ce 0.85095 -0.13528 -1.06134 0.010
H -1.18791 2.90982 1.32003 0.006
H -2.74714 -2.54014 -1.23663 -0.009
H -2.16808 -3.54476 1.54546 0.001
H -0.60578 -0.89800 -4.28419 0.001
H -2.00239 -1.85538 2.10980 -0.003
H -0.22488 3.54279 -2.40337 0.000
H 2.42744 -0.74000 -0.04232 0.000
O 2.40874 1.60929 -4.48054 0.000
H 1.76737 2.32543 -4.61959 0.000
C -3.87748 -0.13715 -1.10094 0.211
H 2.02915 0.15319 1.54574 0.002
P -0.65791 -2.28735 0.16841 0.014
C -2.09111 1.77508 -0.26837 0.024
H 1.22058 4.78057 0.71332 0.000
O -0.60104 -1.82131 -4.57236 0.002
H -1.27944 -4.48261 -0.64889 -0.002
H -1.51288 3.83998 -0.16401 0.000
H 0.49717 4.81283 -1.37202 0.000
C -3.45603 2.04658 -0.24937 0.151
C 1.74879 -0.70321 0.91792 0.015
H -5.42871 1.34062 -0.77001 0.001
H 2.42219 3.49511 1.04634 0.000
H -0.72172 -3.04560 2.50778 0.004
C -2.08049 -1.79572 -0.78832 0.507
C -4.36557 1.09791 -0.72598 -0.028
Cl 3.27264 0.20505 -1.81945 0.001
C 0.60437 3.77918 -1.72537 0.001
H 1.78106 -1.65357 1.45519 0.002
H 1.54866 3.66662 -2.27118 0.000
C 1.35286 3.72491 0.98257 0.001
H 0.88268 3.53035 1.95425 0.000
```

Calculated values
- spin multiplicity = 2
- ΔE to the lowest compared entry with this formula, charge and spin (kcal per mole) = 0.0
- LUMO (spin up / spin down) (eV) = -8.09 / -8.44
- max |F| (eV/A) = 2.78
- charge = +2
- calculated total energy (a.u.) = -2294.87418


Record 2
# C16H32AgAs2F12O12

A structure of composition C16H32AgAs2F12O12 at a distorted geometry (ωB97M-V/def2-TZVPD, the Open Molecules 2025 dataset).

Structure (XYZ):
```
75
Properties=species:S:1:pos:R:3:lowdin_charge:R:1
O -1.36940 0.72657 -2.47396 0.047
O -3.52256 0.90312 -3.16571 -0.025
F -3.34115 -0.98160 2.81715 -0.285
C -5.14683 2.80765 -1.68910 -0.026
C 1.48805 -0.96341 3.55444 -0.250
H -5.88588 3.41785 -2.20828 0.059
Ag -0.16857 0.24979 -0.42761 0.810
F -2.40132 1.24232 3.88762 -0.335
H -2.82837 -0.45496 -4.63247 0.097
H -0.52943 5.63301 0.25957 0.095
O 1.47234 -1.14787 -1.73447 0.090
H -5.39673 1.80032 -2.02214 0.077
C 2.07388 -3.13068 -3.55697 -0.035
H -3.19355 -1.08702 -3.06038 0.101
H -1.14743 3.91785 0.37722 0.100
O 3.43395 -1.55708 -0.68434 0.004
O 0.57112 -2.32252 5.61835 -0.017
F -0.23849 -4.04791 -1.01843 -0.297
H 5.26223 -2.16206 -1.52304 0.130
C 2.99421 2.64041 -2.28454 -0.193
H -5.42584 3.09333 -0.67487 0.080
H 2.53506 -3.94533 -4.11531 0.093
O 1.08201 2.38038 -0.23650 0.061
F -0.13982 -3.96414 1.53822 -0.265
As -3.53179 0.80761 2.46622 0.952
H 2.18240 -1.80350 3.53945 0.128
F -0.66781 -1.91146 0.10333 -0.334
F -2.47248 -2.99584 1.58823 -0.265
O 0.26899 4.34317 -1.03766 0.014
F -4.70396 0.33600 1.15328 -0.318
C -2.44381 1.36468 -2.49222 -0.427
H -0.60411 -3.65504 6.84843 0.089
H 1.14209 -3.56546 -3.19526 0.086
O 2.87704 -2.78839 -2.42268 0.013
O 0.18335 -1.50685 3.55438 0.051
H 2.73909 0.02334 2.24170 0.087
F -2.55269 -3.13941 -0.94033 -0.297
C 3.44419 2.83636 -3.73770 -0.083
H 4.23185 2.22674 -4.18047 0.071
H 4.41688 -3.19208 -0.33122 0.133
O -2.80729 2.46920 -1.73362 -0.001
H -3.34585 4.24328 -1.70482 0.127
H 1.64381 -2.43230 -4.27490 0.097
H 1.42818 -0.92166 1.35946 0.060
H 3.84746 2.93067 -1.67151 0.129
H 0.85059 -2.91402 7.58741 0.083
H 6.36610 -1.32451 0.36995 0.072
C 5.31033 -1.50892 0.56859 -0.071
C -3.74221 3.33244 -2.15356 -0.249
C 1.72623 -0.37913 2.25665 -0.094
C 2.47940 -1.80196 -1.63156 -0.542
H -0.64455 -2.04871 7.36618 0.091
H 3.79622 3.85373 -3.90837 0.071
C -3.50152 -0.33227 -3.78399 -0.056
C -0.28081 4.57198 0.28141 -0.004
O 1.78274 3.39658 -2.18361 0.031
C 0.99508 3.24725 -1.09400 -0.572
H 2.67197 2.61105 -4.47324 0.077
As -1.34619 -3.55970 0.30800 0.870
F -4.94848 0.93963 3.57536 -0.311
H 1.07819 0.48151 2.09098 0.070
H 1.66858 -0.27488 4.37994 0.136
H 5.04159 -0.45320 0.60547 0.079
H 5.16380 -1.91526 1.56935 0.087
F -3.67108 2.50716 2.08876 -0.297
C 0.02497 -2.76592 6.89135 -0.034
C 4.68279 -2.16971 -0.59984 -0.247
H -3.63100 3.46532 -3.22970 0.123
H 2.79489 1.56954 -2.24430 0.115
F -2.07843 -5.14944 0.37719 -0.272
O -1.43374 -2.59664 4.51968 0.125
C -0.27595 -2.20915 4.58300 -0.573
H -4.50539 -0.61852 -4.09769 0.100
H 0.42272 4.46964 1.10765 0.102
F -2.24987 0.85905 1.19639 -0.336
```

Calculated values
- ΔE to the lowest compared entry with this formula, charge and spin (kcal per mole) = 127.9
- LUMO (eV) = 1.94
- max |F| (eV/A) = 7.33
- charge = -1
- calculated total energy (a.u.) = -7348.89556


Record 3
# C5H7N4O6

A structure of composition C5H7N4O6 at a distorted geometry (ωB97M-V/def2-TZVPD, the Open Molecules 2025 dataset).

Structure (XYZ):
```
22
Properties=species:S:1:pos:R:3:nbo_charge:R:1
C 3.18128 0.98774 -0.07889 -0.630
N -3.94243 1.81474 -0.02650 0.717
N 0.90418 0.02042 0.05573 -0.305
O -2.90533 2.56190 -0.00960 -0.256
O -3.83926 0.61733 -0.05094 -0.457
C 2.33193 -0.26633 0.01484 -0.217
H 2.91535 1.58387 -0.94552 0.226
H 3.10499 1.59232 0.82152 0.221
H 2.50525 -0.90693 -0.85423 0.237
H -2.25317 -0.55718 -0.19269 0.502
H 2.59291 -0.83058 0.91695 0.227
O -1.82271 -3.08245 0.50132 -0.141
O 0.14108 -2.10637 -0.46028 -0.579
H 0.88184 2.16458 0.44160 0.288
C -0.06994 -0.88399 -0.18530 0.716
C 0.33489 1.26415 0.26406 -0.168
H 4.22036 0.69167 -0.18317 0.256
O -4.95656 2.45707 -0.01845 -0.282
O -0.22066 -4.38730 -0.18263 -0.073
N -1.27710 -0.25217 -0.10060 -0.616
C -0.97297 1.01292 0.19231 0.520
N -0.85393 -3.49541 0.08049 0.816
```

Calculated values
- ΔE to the lowest compared entry with this formula, charge and spin (kcal per mole) = 74.5
- LUMO (spin up / spin down) (eV) = -7.38 / -7.38
- max |F| (eV/A) = 4.29
- charge = +1
- calculated total energy (a.u.) = -864.48591


Record 4
# C19H25BrClNO2SbV

A structure of composition C19H25BrClNO2SbV at a distorted geometry (ωB97M-V/def2-TZVPD, the Open Molecules 2025 dataset).

Structure (XYZ):
```
51
Properties=species:S:1:pos:R:3:nbo_charge:R:1
C 2.69696 1.86348 2.31518 -0.245
C 1.18062 1.13970 4.05817 -0.014
C -4.53940 -2.78830 -1.82161 -0.065
C 1.39646 -4.64088 -2.07709 -0.623
N 0.67430 0.73894 1.75778 -0.533
H 1.28980 -2.50300 -2.41581 0.229
V -0.30606 0.05594 0.10434 1.095
H -0.18276 1.49374 5.68091 0.241
H -1.23894 -4.64670 -0.24581 0.207
C 3.07233 -3.31776 0.77441 -0.717
C 0.36145 0.64462 3.05759 0.057
C -1.53080 -0.70306 -2.35975 0.253
C -4.69041 -2.76261 -0.43398 -0.184
H 2.32283 -4.93296 2.03766 0.209
C 0.77948 1.01398 5.50226 -0.639
C -3.51959 -2.11733 -2.44406 -0.158
C -2.57046 -1.38742 -1.68585 -0.237
H -1.50813 -0.67848 -3.44019 0.192
C 2.97824 -4.78844 1.17846 -0.625
Cl -5.67879 -3.69288 -2.76962 0.030
H -0.01032 -5.62976 0.55085 0.209
H -3.43240 -2.14536 -3.52269 0.236
H -0.22508 -3.19059 -1.88736 0.226
H 3.96477 -5.16187 1.45885 0.228
C -2.73854 -1.39120 -0.29039 0.301
O -0.53762 -0.07013 -1.72646 -0.619
C -3.77986 -2.04927 0.32604 -0.205
H 3.04105 2.14440 4.40538 0.240
H 0.30562 -3.85318 2.30947 0.223
H -0.99297 -2.91051 1.60264 0.225
C 2.36509 1.74727 3.65710 -0.130
H 3.45455 -2.70687 1.59291 0.229
H 1.19308 -4.88956 -3.12009 0.223
H 3.73868 -3.16308 -0.07588 0.234
H 2.60904 -5.41586 0.36882 0.214
H 1.51534 1.48016 6.15396 0.234
C -0.77174 -4.86782 0.71535 -0.620
H 3.60753 2.34227 1.98612 0.256
C -0.19416 -3.61403 1.36801 -0.727
O -1.83251 -0.69347 0.50526 -0.696
H 0.93913 -5.41640 -1.46654 0.211
H -0.57328 0.14468 3.27976 0.224
Br 2.04493 1.43478 -0.46310 0.203
H 2.47768 -4.70116 -1.94041 0.207
H -3.87688 -2.00076 1.40279 0.234
H 0.68593 -0.03282 5.79272 0.238
Sb 1.21068 -2.48732 0.20517 1.043
H -5.50844 -3.29269 0.03232 0.243
C 0.85629 -3.25065 -1.74937 -0.731
H -1.54140 -5.30918 1.35110 0.222
C 1.80396 1.34427 1.40913 0.151
```

Calculated values
- spin multiplicity = 2
- ΔE to the lowest compared entry with this formula, charge and spin (kcal per mole) = 4.6
- LUMO (spin up / spin down) (eV) = -3.40 / -3.44
- max |F| (eV/A) = 3.82
- charge = +1
- calculated total energy (a.u.) = -5162.44529